# 1
{"formula": "C37H76InN5NiO10", "method": "ωB97M-V/def2-TZVPD", "symbols": ["C", "C", "C", "C", "H", "H", "N", "H", "C", "H", "H", "Ni", "H", "H", "H", "C", "H", "H", "C", "H", "C", "O", "C", "H", "N", "H", "H", "C", "C", "H", "H", "H", "C", "H", "C", "O", "H", "H", "H", "H", "C", "C", "H", "H", "H", "C", "C", "O", "H", "H", "H", "N", "H", "H", "H", "H", "H", "O", "H", "C", "C", "H", "H", "O", "O", "H", "H", "H", "H", "H", "C", "N", "H", "C", "H", "H", "H", "H", "In", "H", "C", "H", "H", "C", "C", "H", "C", "H", "H", "C", "H", "C", "O", "C", "H", "H", "H", "C", "C", "H", "N", "C", "H", "H", "H", "H", "H", "O", "H", "H", "H", "H", "C", "H", "C", "C", "C", "H", "O", "H", "C", "H", "C", "H", "H", "H", "H", "H", "H", "O"], "coordinates": [[4.01589, -7.42600, -0.14734], [2.51326, 0.80169, -5.21128], [-2.83961, 2.90997, -1.64206], [1.88249, -0.53021, -4.66041], [3.11569, -2.71360, 1.02230], [4.38662, -5.34718, -2.85080], [2.74171, -5.43192, -0.93430], [0.82120, 1.22283, -7.29790], [-0.51041, -2.59682, 4.54498], [0.06497, -3.50931, 4.38879], [0.19566, -1.29400, -2.87182], [-1.36509, 1.05386, -2.78417], [-3.17815, 8.21215, 2.03173], [1.14943, 7.58497, 1.28532], [3.99163, -7.31155, 0.93636], [-3.51796, -1.53935, 5.68348], [-3.69541, 5.02631, 3.59715], [0.23889, -4.26187, -0.78559], [-0.11518, -1.78405, -3.79450], [-1.53495, 7.91940, 1.37172], [0.32823, -0.74478, -4.88834], [-3.63533, 2.96663, -0.68501], [4.67235, -4.07515, 0.74348], [3.53289, 1.10026, -4.96774], [0.79534, 0.57276, -0.66875], [4.91482, -7.97884, -0.42007], [1.48680, -3.21089, -1.56179], [3.37858, -3.46150, 0.27422], [1.01222, 4.38760, 1.35374], [-0.09511, 7.19995, 0.08958], [0.75333, 4.00054, 0.36822], [-0.37056, 2.98903, -3.63311], [-3.54938, -1.45669, 4.11972], [4.71685, -4.33634, 1.80079], [0.64719, 5.88765, 3.22565], [-1.74363, 0.44325, -4.82108], [5.99665, -5.67216, 0.17577], [-1.21270, -0.50786, 4.79760], [3.46300, -2.86667, -0.63526], [-0.42848, 3.93524, -5.17021], [-4.10434, -2.75170, 3.38201], [1.57414, 2.00357, -4.88961], [-1.91704, 5.74790, 4.45316], [-2.97968, -4.52190, 3.91508], [0.65191, -2.35027, 1.98093], [-1.80232, -3.35479, 2.44662], [0.07452, 1.78061, -5.32165], [1.74598, -6.26332, -1.39050], [5.40821, -6.68175, -2.46557], [1.64311, 6.32857, 3.26848], [2.51720, -5.03025, 2.18669], [-0.37037, 0.56119, -4.69434], [-2.79001, -0.79425, 6.00443], [1.33391, 6.39387, -0.02791], [-1.23841, -2.73871, 5.34372], [0.72266, -1.16721, -7.10379], [2.06731, 4.65534, 1.29709], [-1.61013, 4.95097, 0.48672], [3.75518, -6.97168, -2.94360], [1.13189, -3.65596, -0.63224], [5.15808, -5.15404, -0.28947], [5.38799, -3.25829, 0.83672], [-1.76828, -3.27244, 1.36027], [-1.74468, 2.44413, -1.28819], [1.53558, -0.41979, -0.46873], [-2.26606, 7.49018, 4.08959], [-4.25609, 6.32803, 2.77437], [-0.88286, -0.92486, -6.76620], [2.01747, 2.89076, -5.34178], [3.20707, -8.10844, -0.40845], [2.21435, -4.45358, 0.05411], [-2.20723, -1.13430, 3.52765], [-0.85097, 1.32636, -7.17015], [4.04329, -6.09998, -0.80936], [2.51518, 0.61374, -6.28495], [-5.49823, -0.28802, 3.99113], [-4.55136, -0.17390, 2.57780], [0.04368, 7.03113, 5.06058], [-2.11842, 1.92718, 1.63487], [0.49703, -0.72286, 2.64037], [-0.23081, 6.94887, 4.00892], [-1.03893, -4.12060, 2.58398], [1.40539, -6.04151, 1.08131], [-1.72341, 6.59282, 3.79231], [-1.17033, -2.18964, 3.16165], [-1.64223, 2.91399, -4.91709], [-2.23789, 6.22393, 2.41979], [0.83355, 3.52734, 1.99882], [-1.90389, -0.06743, -5.61803], [-3.05900, -3.87253, 3.04323], [0.01994, 2.84813, -7.15312], [0.05147, 1.81598, -6.80415], [0.37141, 1.13299, 0.31484], [0.22408, 5.66700, 1.71014], [-0.21968, -2.39171, -6.24996], [-2.80065, 7.11722, 0.60930], [-3.30107, -2.53910, 6.05973], [4.38874, -6.31434, -2.34811], [-2.50452, 7.47452, 1.59558], [0.57668, 4.95269, 3.78150], [-1.20935, 5.34923, 1.72295], [0.66430, 6.77252, 0.74433], [-4.16212, 0.59635, 4.11427], [2.25316, -1.48572, -5.03149], [0.75361, -2.81533, -0.05057], [1.18162, -5.71449, -1.93994], [5.63337, -4.44445, -0.96674], [0.50527, 0.98647, -1.76253], [0.13901, -1.78762, 4.87897], [2.10309, -0.50092, -3.59337], [-3.98065, 4.87525, 1.89337], [0.96114, -4.49930, 1.75859], [0.01248, -1.32757, -6.29260], [1.72496, 2.03674, -3.81060], [-4.46410, -0.34299, 3.65107], [-0.06401, -1.58087, 2.27003], [-3.52984, 5.52596, 2.64267], [-4.83854, -3.01821, 4.14228], [-3.00160, 2.25663, -2.69315], [-0.49720, -1.41360, 1.28389], [-0.57439, 2.96107, -4.70352], [-4.46057, -1.34408, 6.19481], [1.80366, -5.06691, 1.36352], [-4.57655, -2.42478, 2.45559], [-1.18754, -1.95861, -3.88208], [-1.72128, 5.79236, 0.03803], [-0.01852, 7.94512, 3.62097], [0.27147, -2.80232, -3.83584], [-3.47543, -4.52934, 2.27949], [-1.59703, -0.05835, 4.04141]], "mulliken_spin": [0.06, 0.00, -0.01, 0.00, 0.00, 0.00, 0.65, 0.00, 0.00, 0.00, 0.00, 0.76, 0.00, 0.00, 0.00, 0.00, 0.00, 0.00, 0.00, 0.00, 0.00, 0.02, -0.01, 0.00, 0.00, 0.00, -0.02, 0.03, 0.00, 0.00, 0.00, 0.00, 0.00, 0.00, 0.00, 0.00, 0.00, 0.00, -0.01, 0.00, 0.00, 0.00, 0.00, 0.00, 0.00, 0.00, 0.00, 0.14, 0.00, 0.00, 0.00, 0.08, 0.00, 0.00, 0.00, 0.00, 0.00, 0.00, 0.00, 0.04, 0.00, 0.00, 0.00, 0.03, 0.00, 0.00, 0.00, 0.00, 0.00, 0.00, -0.01, 0.00, 0.00, -0.01, 0.00, 0.00, 0.00, 0.00, 0.00, 0.00, 0.00, 0.00, 0.00, 0.00, 0.00, 0.00, 0.00, 0.00, 0.01, 0.00, 0.00, 0.01, 0.00, 0.00, 0.00, 0.00, 0.00, 0.06, 0.00, 0.00, 0.00, 0.00, 0.00, 0.00, 0.01, 0.01, 0.00, 0.00, 0.00, 0.00, 0.00, 0.01, 0.01, 0.00, 0.00, 0.00, 0.00, 0.00, 0.09, 0.00, 0.00, 0.00, 0.05, 0.00, 0.00, 0.00, 0.00, 0.00, 0.00, 0.00], "gap_ha": [0.1414, 0.1483], "charge": 2, "spin_multiplicity": 3, "e_homo_ev": [-12.12, -12.12], "energy_ev": -113712.9229}



# 2
{"formula": "C37H76N9O8", "method": "ωB97M-V/def2-TZVPD", "symbols": ["H", "H", "O", "H", "H", "C", "H", "H", "H", "N", "C", "H", "N", "H", "H", "H", "C", "H", "C", "H", "C", "H", "H", "C", "C", "H", "C", "N", "H", "O", "H", "C", "H", "H", "H", "O", "C", "C", "C", "C", "C", "H", "H", "H", "H", "C", "N", "C", "H", "H", "N", "H", "H", "H", "N", "H", "C", "H", "C", "H", "H", "C", "H", "C", "C", "N", "H", "C", "H", "O", "C", "C", "H", "H", "H", "H", "H", "H", "H", "H", "H", "H", "H", "H", "O", "H", "H", "C", "H", "C", "C", "O", "H", "H", "H", "N", "C", "N", "H", "C", "H", "H", "H", "H", "C", "H", "H", "C", "C", "O", "H", "O", "H", "H", "H", "H", "C", "C", "H", "H", "C", "H", "H", "H", "H", "H", "H", "H", "C", "C"], "coordinates": [[2.97731, -1.21183, -3.02341], [-1.20183, 3.62278, -12.05672], [-6.47213, 1.87956, 7.32877], [3.09305, -1.04715, 0.72158], [-3.28726, 4.49821, 8.22062], [3.96682, 3.40764, -7.48156], [-5.51918, -4.13057, 8.21442], [2.61216, 3.25393, -13.65411], [4.45555, 4.38339, -7.41351], [2.53457, 3.60143, -7.59227], [-1.19148, 1.66064, -4.53447], [1.51942, 1.78338, 10.36738], [-6.81118, -2.53995, 8.22417], [-3.75562, 1.40077, 7.35355], [-8.28564, -2.97856, 9.62626], [0.64762, -1.62712, 1.45084], [-0.59007, 0.39327, 9.40695], [-2.22893, 1.90017, -4.30512], [1.67317, 3.09793, -6.68332], [0.38393, -1.32626, -4.31616], [3.03544, -0.75458, 4.72201], [4.21162, 2.82284, -6.59541], [1.93540, -1.82827, -10.96330], [0.19523, 2.48620, -13.88488], [2.01337, -1.69717, -1.05650], [2.50663, 3.49080, -11.89053], [2.07884, 3.76835, -12.85621], [4.87599, -2.39689, -0.35405], [2.82293, 4.69905, -9.35878], [0.45880, 3.22296, -6.71623], [3.22429, 0.23049, 5.20963], [1.83741, 0.43887, 2.69878], [5.69915, -3.01423, -0.26340], [-2.83100, -0.57399, -4.55589], [0.84508, 0.31185, 2.19725], [4.04748, 0.49008, -8.86277], [-2.01772, -0.59470, -3.82745], [2.69961, -3.38929, 3.56105], [-5.58215, -3.04864, 8.01196], [3.53880, -1.93746, 5.43004], [1.21575, 1.99725, 9.34062], [-6.36423, -0.54722, 8.64342], [0.36119, -0.26468, -8.10572], [1.08424, 0.92902, 6.78805], [2.56005, -4.37017, 3.05160], [1.48894, -2.36840, 1.46302], [2.06266, -0.54735, -9.30349], [-4.19235, 4.24868, 8.77954], [-8.06327, -0.85348, 8.20763], [3.89849, -3.67691, 1.15050], [0.67137, 3.41259, -12.87718], [1.74983, 1.31522, 3.38889], [-3.47734, -2.72472, 6.32875], [0.45970, -0.91397, -10.57976], [-1.74703, -3.02627, 5.16567], [-0.01838, -3.26773, 4.08698], [2.34136, -0.84393, 3.42877], [1.20027, -0.91999, -1.07269], [-0.15647, 3.95820, -11.95284], [3.30417, -3.77734, -0.62555], [-0.52885, 2.25433, -3.90225], [-7.02924, -1.11986, 7.99671], [-1.68266, -1.62396, -3.69644], [2.57161, -1.99524, 0.38835], [1.39814, 0.06381, -8.16294], [-4.72617, 2.99501, 8.28577], [2.58273, 0.67369, 1.88239], [4.57010, -2.01268, -1.76822], [-0.98130, 1.89894, -5.57702], [1.25669, 0.40184, -4.92015], [3.36255, -0.25678, -9.53786], [1.31206, -1.44878, -10.15387], [0.44665, -0.64793, 7.31012], [3.76768, -0.77208, -10.42494], [-0.87546, 2.31429, -13.77857], [5.42546, -1.36171, -2.11437], [-6.50937, 3.86280, 7.75028], [-2.93560, 2.03283, 8.80565], [5.07602, -1.57571, 0.23226], [0.53409, 2.85052, 9.35046], [0.39376, 2.90040, -14.87601], [1.92352, -0.21724, -7.24918], [-4.41055, 1.04709, 8.96275], [4.32652, 2.88059, -8.36629], [-4.61220, -2.40642, 7.63317], [-8.71958, -3.31744, 7.93020], [3.78687, -4.14990, 5.40740], [-5.96900, 2.90164, 7.75845], [-7.60689, -4.39773, 8.79897], [-0.44232, -2.74843, 4.96349], [3.25970, -1.15619, -1.93949], [0.18166, 4.73915, -11.08482], [1.08977, -3.41087, 1.38462], [-1.84635, -4.30402, 3.50217], [-1.03232, -0.48708, 8.91119], [0.53019, 0.84162, 8.79246], [2.19129, -2.20284, 2.87201], [-0.93483, 0.24528, -4.29938], [-1.93377, -2.69915, 7.21874], [3.37062, -3.28086, 4.84653], [2.07835, -0.14649, 7.81112], [1.43403, 1.14869, -8.26569], [-6.79404, -0.88241, 6.95882], [-3.94746, 4.14193, 9.83860], [-2.43549, -2.40960, 6.29356], [2.09324, 2.23682, 8.74175], [0.72254, 1.53516, -13.77626], [2.01107, 4.36094, -8.71676], [3.67911, -3.12229, 0.20783], [0.23119, -2.00558, 5.65628], [0.95162, -2.28958, -9.55628], [-1.08756, 0.88577, 10.40295], [-2.37787, -0.21127, -2.86991], [2.17403, 2.54102, -5.87570], [4.59783, -2.93649, -2.39604], [4.06682, -1.84097, 6.40215], [-2.48536, -3.91899, 4.29771], [0.30113, -0.24471, -4.52628], [1.45730, 5.22265, -8.34066], [-3.32235, -3.37573, 3.85282], [1.06272, 0.20196, 7.60469], [3.42156, -0.08620, -1.63335], [-2.86752, -4.75642, 4.88583], [-2.38458, -1.32298, 6.19188], [-4.91795, 5.05294, 8.66056], [2.17968, 4.84793, -12.98415], [1.32929, 3.73313, -9.28879], [1.57302, -2.61636, -1.54561], [-7.91861, -3.36125, 8.67152], [-3.90139, 1.80071, 8.35968]], "lowdin_charge": [0.12, 0.13, 0.00, 0.13, 0.09, -0.06, 0.14, 0.09, 0.09, -0.19, -0.03, 0.09, -0.19, 0.09, 0.09, 0.11, -0.35, 0.09, -0.37, 0.13, -0.04, 0.09, 0.08, -0.06, -0.14, 0.08, -0.04, 0.03, 0.09, -0.01, 0.10, -0.05, 0.19, 0.09, 0.08, 0.01, -0.06, -0.08, -0.31, -0.06, -0.04, 0.08, 0.09, 0.09, 0.10, -0.11, -0.19, -0.06, 0.09, 0.13, -0.20, 0.09, 0.05, 0.09, -0.18, 0.11, -0.19, 0.12, -0.34, 0.15, 0.10, -0.04, 0.08, -0.29, -0.03, -0.20, 0.08, -0.13, 0.07, -0.01, -0.34, -0.06, 0.05, 0.13, 0.08, 0.14, 0.13, 0.07, 0.18, 0.09, 0.09, 0.08, 0.09, 0.07, -0.03, 0.09, 0.10, -0.34, 0.08, -0.33, -0.13, 0.01, 0.13, 0.08, 0.13, -0.20, -0.20, -0.19, 0.10, -0.06, 0.09, 0.08, 0.09, 0.09, -0.04, 0.08, 0.09, -0.04, -0.07, 0.00, 0.09, 0.00, 0.09, 0.12, 0.14, 0.10, -0.05, -0.36, 0.10, 0.09, -0.07, 0.13, 0.09, 0.10, 0.08, 0.10, 0.07, 0.12, -0.05, -0.03], "gap_ha": 0.2641, "charge": 1, "e_homo_ev": -10.01, "energy_ev": -69385.5807}